## a
DFT (ωB97M-V/def2-TZVPD) results for a 3-piece molecular cluster, C3H14NO2 overall.

Each line ends with the natural charge from an NBO analysis.
Positions of all 20 atoms, in Å:
C1 -1.3226 -0.4434 -1.7626  -0.641
C2 -1.0149 0.7786 -0.7105  -0.200
N1 -0.2261 0.2715 0.6439  -0.568
C3 -0.2821 1.0052 1.8699  -0.423
H1 -1.9447 -1.1055 -1.2394  0.226
H2 -0.2512 -0.7498 -2.2638  0.232
H3 -1.8350 0.0760 -2.6142  0.260
H4 -1.8681 1.3741 -0.3296  0.225
H5 -0.2518 1.4394 -1.2061  0.226
H6 -0.4735 -0.7149 0.6444  0.456
H7 0.7255 0.0718 0.2093  0.471
H8 -0.9920 1.8389 1.8009  0.231
H9 -0.6919 0.3852 2.5742  0.227
H10 0.6805 1.4444 2.1889  0.242
H11 3.0500 1.4562 0.5344  0.504
H12 2.8352 1.4079 -1.0497  0.497
O1 2.4044 1.2950 -0.2152  -0.988
H13 -0.5673 -3.1825 0.7506  0.502
H14 -0.0836 -2.7636 -0.7450  0.501
O2 -0.0334 -2.6600 0.1974  -0.980

Values from the calculation:
HOMO-LUMO gap ... 12.885 eV
LUMO level ... -2.86 eV
Charge ... +1

=====

## b
DFT (ωB97M-V/def2-TZVPD) results for a 3-piece molecular cluster, C3H14NO2 overall.

Each line ends with the natural charge from an NBO analysis.
Positions of all 20 atoms, in Å:
C1 -1.5668 0.8852 1.6358  -0.678
C2 -1.2917 1.0083 0.0949  -0.224
N1 -0.0355 0.3900 -0.3453  -0.520
C3 0.3975 0.5252 -1.7016  -0.447
H1 -1.2527 -0.0225 2.1694  0.232
H2 -2.6486 0.7342 1.6615  0.247
H3 -1.5148 1.7579 2.3594  0.255
H4 -1.4802 2.0234 -0.2730  0.242
H5 -1.9135 0.2305 -0.3405  0.200
H6 0.7191 0.6607 0.2725  0.449
H7 -0.3185 -0.5908 -0.1604  0.476
H8 0.4262 1.5421 -2.2376  0.247
H9 1.4362 0.2013 -1.6021  0.258
H10 -0.3135 -0.0060 -2.3083  0.224
H11 0.2272 -3.1110 0.1191  0.497
H12 0.2306 -2.8601 -1.2752  0.494
O1 0.2424 -2.3143 -0.4910  -0.966
H13 3.3651 0.3133 0.7337  0.499
H14 2.6472 -1.0547 1.1630  0.498
O2 2.6442 -0.3129 0.5258  -0.985

Values from the calculation:
HOMO-LUMO gap ... 12.644 eV
LUMO level ... -3.00 eV
Charge ... +1

=====

Relative stability in hartree, measured from the most stable structure: a 0.0101; b 0.0000